(1)
Formula: C36H80F16N13O34S16
Source: OMol25
Level of theory: the ωB97M-V functional and the def2-TZVPD basis

* frontier orbital gap: 5.65 eV
* total charge: -3
* ΔE to the lowest compared entry with this formula, charge and spin: 0.0 kJ/mol
* highest occupied orbital energy: -0.123 Eh
* spin multiplicity: 1

Atoms and positions in Å:
1 C -3.0435 -3.7071 1.1273
2 C -2.6199 -5.0892 1.7275
3 O -2.7356 -5.3717 2.9435
4 N -1.9538 -6.1343 0.7423
5 H -1.2800 -5.5809 0.2325
6 H -1.2520 -6.7093 1.1861
7 C -2.9912 -6.9180 -0.0681
8 H -3.9239 -3.7736 0.4881
9 H -2.1944 -3.3876 0.5231
10 H -3.2206 -2.9247 1.8652
11 H -3.6252 -7.3979 0.6775
12 H -2.4082 -7.5361 -0.7508
13 H -3.6010 -6.2203 -0.6420
14 C -0.8657 2.6453 -1.3778
15 C -0.4212 1.1916 -0.9571
16 C 1.0287 1.2317 -0.5496
17 C 1.3571 1.9476 0.6749
18 C 0.6537 1.3160 1.8709
19 C -0.8551 1.1838 1.7211
20 N -1.1860 0.7310 0.2998
21 O -2.0239 -0.4817 0.1588
22 C -1.5059 2.5640 1.8338
23 C -1.2853 0.2043 2.8052
24 C -0.6794 0.2348 -2.0985
25 H -1.9124 2.6877 -1.6792
26 H -0.2986 2.9103 -2.2702
27 H -0.6994 3.4977 -0.7191
28 H 1.6758 1.5249 -1.3763
29 H 1.4759 0.2454 -0.4261
30 H 1.2043 3.0195 0.5488
31 H 2.4048 1.8306 0.9518
32 H 0.9277 1.9302 2.7286
33 H 1.1138 0.3822 2.1943
34 H -1.0484 3.3805 1.2751
35 H -1.4718 2.9564 2.8501
36 H -2.5796 2.4765 1.6674
37 H -0.6945 -0.7094 2.7399
38 H -2.3708 0.1269 2.8661
39 H -0.9987 0.6699 3.7482
40 H -1.7110 0.0825 -2.4158
41 H -0.3051 -0.7795 -1.9602
42 H -0.1383 0.5188 -3.0012
43 C 4.0880 3.6634 -1.0658
44 C 3.2466 4.3310 -2.2379
45 C 3.6725 3.6369 -3.5664
46 N 3.1071 4.3286 -4.8302
47 C 1.5300 4.1763 -4.8309
48 C 3.6757 3.7550 -6.0772
49 C 4.8308 4.6483 -6.4232
50 C 4.7634 5.9281 -5.5109
51 C 3.3513 5.8432 -5.0009
52 H 5.1595 3.7467 -1.2474
53 H 3.8908 2.5962 -0.9641
54 H 3.8460 3.9243 -0.0355
55 H 3.3688 5.4124 -2.2975
56 H 2.1779 4.2133 -2.0588
57 H 3.1619 2.6741 -3.5463
58 H 4.7390 3.5713 -3.7820
59 H 1.0669 4.6651 -3.9737
60 H 1.2816 3.1165 -4.8878
61 H 1.1800 4.6279 -5.7591
62 H 2.9586 3.8119 -6.8962
63 H 3.9068 2.7231 -5.8129
64 H 4.6587 4.8517 -7.4801
65 H 5.8088 4.1900 -6.2765
66 H 4.9986 6.9071 -5.9285
67 H 5.4316 5.6908 -4.6831
68 H 2.7870 6.2057 -5.8601
69 H 3.0261 6.5296 -4.2192
70 C -6.1254 -2.2306 -8.1116
71 C -4.9266 -2.5374 -7.0787
72 C -5.0438 -1.7874 -5.7248
73 N -3.9742 -2.1784 -4.6625
74 C -2.5315 -1.6813 -5.1131
75 C -4.0427 -3.6987 -4.4015
76 C -3.4601 -3.8074 -2.9581
77 C -3.4677 -2.4679 -2.2619
78 C -4.2460 -1.6022 -3.2486
79 H -6.2026 -1.2681 -8.6172
80 H -7.1161 -2.5445 -7.7829
81 H -5.9841 -2.9015 -8.9590
82 H -4.0118 -2.2845 -7.6147
83 H -4.9219 -3.6253 -7.0114
84 H -6.0555 -1.8218 -5.3206
85 H -4.8526 -0.7232 -5.8628
86 H -2.6406 -0.5986 -5.1755
87 H -2.3625 -2.0718 -6.1167
88 H -1.8343 -2.0245 -4.3488
89 H -3.5026 -4.0358 -5.2862
90 H -5.1103 -3.8877 -4.2898
91 H -2.4507 -4.1713 -3.1497
92 H -3.9656 -4.6144 -2.4277
93 H -2.4837 -2.0074 -2.1725
94 H -3.9473 -2.4734 -1.2831
95 H -3.9585 -0.5514 -3.2142
96 H -5.2862 -1.7383 -2.9527
97 C 3.8875 -3.0662 9.3506
98 C 4.0345 -3.6639 7.9190
99 C 2.8344 -4.5595 7.5620
100 N 2.4384 -4.4949 6.0537
101 C 3.6631 -4.7574 5.1375
102 C 1.2589 -5.4484 5.7945
103 C 0.4474 -4.8014 4.6321
104 C 0.7057 -3.2404 4.7256
105 C 1.8433 -3.0734 5.7628
106 H 3.7469 -3.9056 10.0316
107 H 2.9894 -2.4581 9.4593
108 H 4.7780 -2.6079 9.7806
109 H 4.9351 -4.2711 7.8284
110 H 4.1332 -2.8091 7.2500
111 H 1.9691 -4.2411 8.1433
112 H 3.1189 -5.5721 7.8479
113 H 3.7967 -5.8368 5.2093
114 H 4.6228 -4.3246 5.4199
115 H 3.4367 -4.5634 4.0891
116 H 1.6294 -6.4506 5.5795
117 H 0.5186 -5.5116 6.5921
118 H 0.7605 -5.3545 3.7466
119 H -0.5866 -5.0530 4.8680
120 H 0.9986 -2.8906 3.7357
121 H -0.1568 -2.6313 4.9963
122 H 2.6858 -2.4143 5.5527
123 H 1.5423 -2.7250 6.7508
124 N 0.7071 8.1021 -0.3972
125 S -0.0043 7.0290 -1.4829
126 O -0.7351 5.8791 -0.8601
127 O 0.6456 6.8225 -2.7904
128 F -1.3397 7.8956 -1.9562
129 S 2.0524 7.4616 -0.4821
130 O 2.9663 7.8177 -1.5903
131 O 2.2398 6.1634 0.1407
132 F 2.6225 8.5213 0.6030
133 N -0.0657 -4.6040 -0.5193
134 S 0.3719 -4.3109 -2.1092
135 O 1.6607 -4.7756 -2.5886
136 O -0.1624 -3.0517 -2.6577
137 F -0.6534 -5.3194 -2.7693
138 S 0.8599 -3.5785 0.0542
139 O 0.3080 -2.2225 0.1974
140 O 2.3120 -3.6658 -0.0173
141 F 0.6418 -4.1262 1.5900
142 N 4.8456 -1.0010 4.7700
143 S 6.3574 -1.7471 4.8217
144 O 7.5091 -0.8354 4.7058
145 O 6.4602 -3.0403 4.1645
146 F 6.3441 -2.0648 6.4205
147 S 4.6385 -1.1211 3.2847
148 O 4.0415 -2.3911 2.8645
149 O 5.5877 -0.4616 2.3732
150 F 3.3750 -0.1463 3.2065
151 N 3.3155 0.2602 -3.7638
152 S 2.7268 -1.1391 -3.5141
153 O 2.1852 -1.4821 -2.1867
154 O 3.0699 -2.2868 -4.3764
155 F 1.2599 -0.8421 -4.1499
156 S 4.6892 -0.0517 -2.8753
157 O 5.4999 -1.1564 -3.3808
158 O 4.5329 0.1096 -1.4121
159 F 5.5971 1.2367 -3.0773
160 N -6.5753 1.8650 0.0079
161 S -5.7864 3.1333 0.0993
162 O -4.6955 3.2647 -0.8692
163 O -5.6798 3.8245 1.4157
164 F -6.9066 4.1038 -0.5555
165 S -5.3327 0.8557 0.5427
166 O -4.5787 1.0891 1.8313
167 O -4.5326 0.2513 -0.5289
168 F -6.3491 -0.2929 0.9674
169 N -2.5432 -0.6303 7.5503
170 S -1.0835 -0.4996 7.7035
171 O -0.1915 -0.2668 6.5641
172 O -0.4661 -1.2523 8.8379
173 F -1.1731 0.9570 8.3608
174 S -2.5518 -1.9842 6.5750
175 O -1.7570 -3.1046 7.0813
176 O -2.5936 -1.7222 5.1418
177 F -4.0559 -2.4282 7.0184
178 N -4.0575 1.6184 -5.3735
179 S -3.2948 2.7374 -4.7663
180 O -4.0058 3.8321 -4.0825
181 O -2.0339 3.1297 -5.4060
182 F -2.7980 1.7947 -3.5480
183 S -5.0008 2.5020 -6.4623
184 O -4.3450 3.5203 -7.3460
185 O -6.3522 2.8846 -6.0025
186 F -5.3617 1.3259 -7.5238
187 N 0.6057 6.0400 5.5151
188 S 1.7116 5.1589 4.6048
189 O 1.2678 4.4127 3.3879
190 O 2.8270 4.4908 5.2818
191 F 2.4928 6.4094 3.9658
192 S -0.2145 4.8020 5.8324
193 O 0.1411 3.8749 6.8878
194 O -1.1002 4.3061 4.7523
195 F -1.2744 5.6432 6.7230

Atomic partial charges in e from the Löwdin method, atoms 1 to 8:
1 C 0.05
2 C -0.25
3 O 0.11
4 N 0.08
5 H 0.05
6 H 0.17
7 C 0.04
8 H 0.08


(2)
Formula: C25H30N7PRuS
Source: OMol25
Level of theory: the ωB97M-V functional and the def2-TZVPD basis

* frontier orbital gap (spin up / spin down): 5.56 / 2.88 eV
* total charge: +3
* <S²>: 0.76
* ΔE to the lowest compared entry with this formula, charge and spin: 0.0 kJ/mol
* highest occupied orbital energy (spin up / spin down): -0.574 / -0.571 Eh
* spin multiplicity: 2

Atoms and positions in Å:
1 Ru -0.0498 -0.2783 -0.3207
2 C 1.9269 1.5332 -1.6591
3 N 1.1086 0.2962 -1.9369
4 C 1.9312 -0.8598 -2.4414
5 C 2.1126 -1.8369 -1.3268
6 N 1.3348 -1.7471 -0.2605
7 C 1.6587 -2.8192 0.5693
8 C 1.1563 -3.2027 1.8089
9 C 1.6996 -4.3385 2.3763
10 C 2.7198 -5.0647 1.7409
11 C 3.2306 -4.6864 0.5139
12 C 2.6702 -3.5511 -0.0561
13 N 2.9296 -2.8923 -1.2599
14 C 2.0098 1.7430 -0.1833
15 N 1.2597 1.0088 0.6157
16 C 1.5203 1.4358 1.9183
17 C 1.0353 0.9890 3.1448
18 C 1.5032 1.6322 4.2735
19 C 2.4338 2.6802 4.1909
20 C 2.9332 3.1201 2.9804
21 C 2.4524 2.4730 1.8495
22 N 2.7388 2.6373 0.4933
23 H 1.4449 2.3850 -2.1447
24 H 2.9175 1.4321 -2.1043
25 H 0.4850 0.5425 -2.6979
26 H 2.8842 -0.5066 -2.8372
27 H 1.3943 -1.3289 -3.2702
28 H 0.3844 -2.6393 2.3188
29 H 1.3412 -4.6775 3.3381
30 H 3.1180 -5.9433 2.2284
31 H 4.0228 -5.2443 0.0349
32 H 3.6264 -3.1538 -1.9415
33 H 0.3372 0.1644 3.2247
34 H 1.1559 1.3192 5.2483
35 H 2.7743 3.1500 5.1029
36 H 3.6592 3.9191 2.9257
37 H 3.3916 3.2991 0.1014
38 N -4.7496 5.0307 -1.2532
39 C -4.1517 4.6317 -0.1347
40 S -4.3133 5.3900 1.3253
41 C -3.2335 3.4448 -0.2599
42 C -2.8551 2.7471 0.8906
43 C -1.9863 1.6860 0.7879
44 N -1.4697 1.2759 -0.3860
45 C -1.8336 1.9423 -1.4958
46 C -2.7000 3.0138 -1.4771
47 H -5.3685 5.8305 -1.2148
48 H -4.7625 4.4890 -2.1019
49 H -3.2338 3.0464 1.8588
50 H -1.6730 1.1494 1.6760
51 H -1.4225 1.5916 -2.4338
52 H -2.9099 3.5087 -2.4147
53 C -2.8623 -2.1000 -0.0146
54 P -1.6449 -1.7837 -1.3237
55 C -0.9993 -3.4119 -1.7812
56 C -2.6169 -1.2476 -2.7567
57 H -3.5935 -2.8310 -0.3657
58 H -3.3905 -1.1830 0.2496
59 H -2.3827 -2.5082 0.8765
60 H -1.8242 -4.0427 -2.1161
61 H -0.5142 -3.8852 -0.9280
62 H -0.2791 -3.3254 -2.5957
63 H -3.3258 -2.0359 -3.0166
64 H -1.9750 -1.0692 -3.6202
65 H -3.1814 -0.3436 -2.5325

Atomic partial charges in e from the Löwdin method, atoms 1 to 8:
1 Ru 0.96
2 C -0.05
3 N -0.14
4 C -0.06
5 C -0.30
6 N -0.03
7 C -0.22
8 C -0.02